No. 1
# C6H10O

The molecule C6H10O (wB97M-V/def2-TZVPD, the Open Molecules 2025 dataset).

Output
LUMO (eV): -0.2
HOMO-LUMO gap (Ha): 0.2725

Structure (XYZ):
```
17
Properties=species:S:1:pos:R:3:forces:R:3:mulliken_charge:R:1
O -0.6723 1.2262 -2.0167 -0.1 -0.1 0.2 -0.47
C -0.6028 0.3339 -1.0307 -0.6 -0.2 0.2 0.53
C -0.7512 0.8966 0.3640 0.0 -0.1 -0.1 -0.68
C 0.0362 0.1366 1.4345 0.1 0.2 0.0 -0.56
C 1.4746 -0.0565 0.9355 0.1 0.2 0.2 -1.09
C -0.0886 -1.9769 -0.4685 -0.6 0.0 -0.8 -0.92
C -0.5498 -1.0108 -1.3888 0.0 0.0 0.1 -0.15
H -0.7108 2.1197 -1.6447 0.0 -0.1 -0.1 0.36
H 1.4594 -0.0096 -0.1582 0.5 -0.3 0.4 0.32
H -1.8354 0.8772 0.5605 0.2 0.0 0.0 0.31
H -0.4657 1.9635 0.3685 0.1 -0.3 -0.1 0.44
H -0.4418 -0.8322 1.6108 0.2 0.3 0.0 0.35
H 0.0133 0.7304 2.3533 0.0 -0.1 0.0 0.42
H 2.1402 0.7470 1.2560 0.0 0.1 0.3 0.36
H 1.8815 -1.0208 1.2620 -0.1 0.3 -0.3 0.25
H -0.0536 -2.9500 -0.9985 -0.1 0.2 0.0 0.20
H -0.8331 -1.1744 -2.4389 0.4 -0.1 0.1 0.33
```
Forces are in eV/Å.

***

No. 2
# C4H4NO

A cluster of 2 separate species, C4H4NO in total (wB97M-V/def2-TZVPD, the Open Molecules 2025 dataset).

Output
LUMO (spin up / spin down) (eV): 4.5 / 0.6
Spin multiplicity: 3
HOMO-LUMO gap (spin up / spin down) (Ha): 0.1555 / 0.1667
Net charge: -1

Structure (XYZ):
```
10
Properties=species:S:1:pos:R:3:forces:R:3:mulliken_charge:R:1
C -0.5408 0.3831 0.8327 0.9 2.0 -3.3 0.06
C 1.6000 -2.2379 -1.6871 0.2 -2.2 0.2 -0.40
C -0.0791 1.3465 0.0587 -0.2 -1.6 1.1 -1.05
C -1.1988 -0.4114 1.6461 -3.3 -2.1 0.5 -0.60
N 1.3720 -1.1531 -2.0291 -0.2 2.5 0.5 0.40
O 1.2090 0.0920 -2.1393 -0.1 -0.2 -0.7 -0.52
H 0.6989 1.1593 -0.6230 1.3 -0.9 -1.5 0.28
H -0.1752 2.3897 0.0907 -0.5 2.3 0.8 0.41
H -2.1472 -1.0103 1.2681 2.1 0.7 1.0 0.16
H -0.7387 -0.5579 2.5823 -0.2 -0.6 1.5 0.27
```
Forces are in eV/Å.

***

No. 3
# C29H43N7O6PS2

A cluster of 7 separate species, C29H43N7O6PS2 in total (wB97M-V/def2-TZVPD, the Open Molecules 2025 dataset).

Output
LUMO (eV): -5.0
HOMO-LUMO gap (Ha): 0.1899
Net charge: +1

Structure (XYZ):
```
88
Properties=species:S:1:pos:R:3:forces:R:3:mulliken_charge:R:1
C 5.4858 -0.8797 1.6385 -0.4 -0.1 -0.8 -0.58
C 4.5582 -1.9164 0.8537 -1.4 1.4 1.8 -0.24
P 4.3818 -1.2493 -0.8822 3.4 -2.2 -1.3 -0.36
C 2.9758 -1.9765 -1.8471 -1.5 -0.7 0.4 -0.38
C 2.1568 -2.9758 -0.9252 -0.5 0.2 -0.9 -0.36
O 4.5519 0.4517 -0.9854 -3.4 -0.1 0.7 0.01
C 3.4773 1.1369 -1.5021 0.7 1.3 -0.8 0.12
O 3.6990 1.8806 -2.4249 -0.5 -0.2 0.3 -0.55
C 1.9994 1.1340 -0.9845 -1.7 -1.0 1.5 0.73
C 1.6220 0.3887 0.2344 -1.6 0.8 -0.5 -0.49
C 0.2454 0.3665 0.6881 2.4 0.6 -1.7 -0.78
N -0.6939 1.0533 -0.0665 1.3 -0.5 0.4 0.16
C -0.3938 1.7737 -1.1923 0.3 0.0 -0.8 0.64
S -1.6878 2.6455 -2.0947 0.3 -0.4 0.3 -0.13
C -3.2819 1.8025 -1.7292 -0.1 -0.7 1.3 -0.16
C -3.8514 2.1423 -0.3025 0.1 0.1 0.3 0.13
O -3.3521 2.9478 0.4298 0.1 -0.3 -0.4 -0.50
O -4.9546 1.4191 0.1092 0.8 -0.6 -1.0 -0.10
C -4.5422 0.2365 0.8545 0.5 0.1 1.1 -0.38
C -5.7370 -0.7745 1.0645 -1.6 2.0 0.3 0.25
C -7.0440 -0.3804 0.2565 0.0 -1.3 1.1 -0.95
O -5.3725 -2.1588 0.9435 1.1 0.3 -1.2 -0.44
C -4.8236 -2.4879 -0.2655 0.7 -1.7 -0.8 0.52
O -4.8658 -1.8527 -1.2864 -0.2 0.8 1.0 -0.46
C -4.1002 -3.9066 -0.3078 -0.8 0.6 1.1 -0.56
S -3.1538 -4.1996 -1.8445 0.1 0.0 0.3 -0.12
C 0.9581 1.8476 -1.7166 0.6 -1.3 1.9 -0.80
H 5.1263 0.1739 1.4876 0.4 -1.1 0.0 -0.24
H 6.4965 -0.9676 1.1677 -0.7 0.3 0.8 0.09
H 5.4889 -1.0544 2.7386 0.3 -0.2 -1.0 0.49
H 3.5766 -1.9921 1.4011 0.8 0.0 -0.4 0.02
H 5.0061 -2.9435 0.8853 -0.3 1.0 -0.7 0.56
H 3.3955 -2.5936 -2.6865 0.0 0.9 0.8 0.48
H 2.2508 -1.2669 -2.3131 0.7 -0.3 0.4 0.36
H 1.9127 -2.5196 0.0569 0.4 -0.7 -0.9 -0.17
H 2.6770 -3.9622 -0.8432 -0.3 0.9 0.3 0.37
H 1.1804 -3.1823 -1.4439 0.8 0.1 0.4 0.26
H 2.3701 -0.1792 0.8323 -0.7 0.5 -0.6 0.63
H -0.0597 -0.2112 1.5888 0.1 0.7 -1.0 0.52
H -1.6541 0.9868 0.2845 0.4 0.5 -0.4 -0.08
H -3.1316 0.6859 -1.7466 -0.4 1.0 -0.4 0.23
H -4.0271 2.1469 -2.4843 0.7 -0.4 0.4 0.43
H -4.2193 0.6234 1.8650 -0.3 -0.4 -0.9 0.29
H -3.6265 -0.2176 0.3920 -0.9 0.1 0.0 0.17
H -6.0410 -0.6380 2.1390 0.5 -0.5 -1.0 0.55
H -7.3138 0.6935 0.3747 0.5 -0.9 -0.3 0.08
H -7.0318 -0.7333 -0.7922 0.3 0.6 0.8 0.23
H -7.8724 -0.9510 0.7667 0.7 0.5 -0.6 0.33
H -4.9379 -4.6583 -0.3065 0.9 0.5 -0.1 0.32
H -3.5235 -4.0653 0.6356 -0.4 0.1 -0.8 0.21
H -1.9647 -3.5500 -1.6485 -0.8 -0.1 0.4 0.04
H 1.2308 2.4076 -2.6432 -0.5 -0.6 0.9 0.51
C -7.2584 0.9482 -3.7199 0.2 0.1 -0.3 -0.79
C -8.1367 0.7809 -2.5664 -0.1 0.1 -0.2 0.56
N -8.8277 0.6492 -1.6591 -0.1 0.2 -0.3 -0.44
H -7.5372 0.2780 -4.5338 -0.1 0.0 0.1 0.34
H -7.2989 1.9673 -4.1075 -0.2 0.0 0.1 0.32
H -6.2188 0.7352 -3.4631 -0.1 -0.1 0.2 0.10
C -1.0138 -3.5027 2.9849 -0.3 -0.2 0.2 -0.98
C 0.0842 -2.7863 2.3435 0.0 -0.2 0.1 0.45
N 0.9526 -2.2270 1.8380 -0.5 -0.1 0.6 -0.45
H -1.3340 -4.3580 2.3877 0.2 0.1 -0.1 0.26
H -0.7233 -3.8796 3.9664 0.2 0.1 -0.1 0.34
H -1.8829 -2.8579 3.1264 0.1 0.1 -0.1 0.28
C 7.3770 1.8912 -2.5316 -0.3 0.2 0.1 -0.26
C 8.6609 1.3615 -2.9817 -0.1 0.1 0.0 0.22
N 9.6702 0.9436 -3.3357 -0.1 0.0 0.1 -0.38
H 6.9156 2.5246 -3.2905 0.2 -0.1 -0.1 0.33
H 6.6725 1.0922 -2.3049 0.1 -0.1 0.0 -0.15
H 7.4851 2.4947 -1.6287 0.2 -0.1 0.0 0.24
C -7.3703 3.7385 1.3297 0.3 0.0 -0.3 -0.34
C -8.2515 3.5796 2.4827 0.0 0.0 -0.1 0.24
N -8.9429 3.4547 3.3904 0.1 0.0 -0.1 -0.37
H -7.6469 3.0625 0.5185 -0.2 0.0 0.1 0.01
H -7.4080 4.7541 0.9332 -0.1 0.0 0.2 0.39
H -6.3310 3.5286 1.5886 -0.1 0.0 0.2 0.08
C 9.9156 -0.8588 1.3867 0.2 0.1 -0.3 -0.84
C 9.0657 -1.1407 2.5404 0.1 0.0 0.0 0.46
N 8.3968 -1.3624 3.4474 0.0 0.0 -0.1 -0.43
H 10.9690 -0.8225 1.6671 -0.1 0.0 0.2 0.34
H 9.8089 -1.6234 0.6159 -0.1 0.0 0.1 0.27
H 9.6650 0.1009 0.9321 -0.1 0.0 0.2 0.24
C 4.0759 3.3473 2.1838 -0.3 0.1 0.1 -0.80
C 5.3582 2.8128 1.7347 0.0 0.1 0.0 0.48
N 6.3669 2.3936 1.3817 -0.1 0.1 0.0 -0.39
H 3.6173 3.9779 1.4203 0.2 0.0 -0.1 0.27
H 3.3698 2.5478 2.4164 0.2 -0.1 0.0 0.18
H 4.1899 3.9539 3.0830 0.2 -0.1 -0.1 0.35
```
Forces are in eV/Å.

***

No. 4
# C14H16O

A cluster of 2 separate species, C14H16O in total (wB97M-V/def2-TZVPD, the Open Molecules 2025 dataset).

Output
Structure (SMILES): Cc1ccc(O)cc1.Cc1ccccc1
LUMO (eV): 0.8
HOMO-LUMO gap (Ha): 0.3514

Structure (XYZ):
```
31
Properties=species:S:1:pos:R:3:forces:R:3:mulliken_charge:R:1
C 2.7841 -0.9698 0.4385 0.6 2.7 1.0 -1.10
C 1.7271 -1.6662 -0.2653 0.1 0.0 -2.6 0.64
C 1.2190 -1.2818 -1.5353 -2.1 -2.3 3.0 -0.54
C -0.0253 -1.7537 -2.0088 1.0 -0.2 2.2 -0.63
C -0.6913 -2.6652 -1.1776 -0.5 -2.1 0.4 0.46
O -1.9303 -3.3254 -1.5475 1.4 1.4 0.3 -0.54
C -0.0499 -3.1842 -0.0185 -0.3 -1.6 -0.6 -0.51
C 1.2191 -2.7710 0.3122 -1.4 -1.3 1.8 -0.50
H 3.1332 -1.6644 1.2693 0.1 1.4 -1.0 0.35
H 2.2157 0.0166 0.8926 1.8 -2.3 -0.7 0.18
H 3.5839 -0.5803 -0.2749 -0.7 -0.5 1.3 0.33
H 1.7822 -0.5634 -1.9484 1.5 2.7 -2.2 0.51
H -0.4798 -1.2996 -2.8442 -0.5 0.0 -1.1 0.46
H -1.6672 -4.0391 -2.1346 -0.1 -0.1 -0.1 0.34
H -0.3449 -4.0811 0.6099 -0.6 1.3 -1.3 0.29
H 1.6997 -3.3102 1.1544 -0.2 0.8 -0.5 0.27
C -0.1533 2.5641 -1.3942 1.5 -1.9 -1.1 -1.25
C -0.8286 2.3448 -0.1102 0.1 -2.1 1.2 0.46
C -1.5131 3.2668 0.6771 -0.2 4.4 -2.9 -0.11
C -2.0727 3.1289 1.9383 2.2 -2.8 -1.1 -0.80
C -1.5485 1.9442 2.5174 -0.3 -0.5 3.5 -0.13
C -0.9028 0.9332 1.8312 1.3 -1.3 -2.0 -0.58
C -0.6368 1.0647 0.3986 -2.5 3.8 5.8 0.18
H 0.9315 2.7800 -1.1820 -0.7 -0.9 -0.3 0.25
H -0.3852 3.4531 -1.8771 -1.2 1.5 -1.2 0.50
H -0.3094 1.6074 -2.0940 0.6 2.3 1.4 0.13
H -1.4975 4.3173 0.0833 -0.8 -2.2 1.6 0.11
H -2.8221 3.7255 2.3979 0.1 0.8 0.3 0.45
H -1.5497 1.8091 3.6810 -0.6 0.2 -2.2 0.22
H -0.4650 -0.0360 2.2994 -1.2 1.9 -0.4 0.23
H -0.4220 0.2359 -0.0885 1.6 -3.4 -2.6 0.35
```
Forces are in eV/Å.

***

Q: Which molecular weight values were calculated for the entries above? A: 98.14; 82.08; 680.81; 200.28, in g mol⁻¹.